Entry 1:
ORCA calculation (ωB97M-V with the def2-TZVPD basis set) on a cluster of 14 separate species, C27H59Cl4F9N8O15S3 in total in a non-equilibrium geometry.

calculated total energy	-6564.84538	a.u.
HOMO energy	-7.481	eV
charge	0
HOMO-LUMO gap	0.2166	Ha
LUMO level	-1.5869	eV

Structure (XYZ):
```
125
C27H59Cl4F9N8O15S3 ωB97M-V with the def2-TZVPD basis set
C -1.879 -8.260 -24.991
C -3.014 -9.189 -25.188
O -3.839 -9.112 -26.024
N -3.124 -10.300 -24.161
H -2.256 -10.310 -23.626
H -3.806 -9.981 -23.464
C -3.789 -11.653 -24.627
H -1.616 -7.756 -25.916
H -0.971 -8.794 -24.694
H -2.071 -7.552 -24.183
H -3.191 -11.955 -25.477
H -4.827 -11.415 -24.846
H -3.706 -12.241 -23.717
C -9.425 -13.195 -20.645
C -8.740 -11.993 -20.062
O -9.285 -10.950 -19.902
N -7.256 -12.043 -19.826
H -7.142 -12.234 -18.826
H -6.748 -12.815 -20.282
C -6.622 -10.748 -20.338
H -8.955 -13.629 -21.527
H -10.456 -12.924 -20.857
H -9.443 -14.036 -19.941
H -7.013 -10.552 -21.337
H -5.588 -11.031 -20.524
H -6.838 -9.841 -19.786
C -9.826 -21.250 -25.364
C -8.653 -21.335 -24.463
O -8.209 -22.355 -24.030
N -7.923 -20.087 -24.091
H -8.659 -19.356 -24.046
H -7.526 -20.102 -23.131
C -6.953 -19.801 -25.186
H -9.581 -21.773 -26.289
H -10.161 -20.233 -25.573
H -10.653 -21.785 -24.898
H -6.479 -18.828 -25.083
H -7.421 -19.865 -26.162
H -6.185 -20.542 -24.955
C -3.116 -16.622 -19.051
C -3.776 -16.084 -17.792
O -4.263 -16.777 -16.978
N -3.644 -14.588 -17.561
H -2.667 -14.416 -17.320
H -3.734 -14.080 -18.453
C -4.664 -14.074 -16.547
H -2.028 -16.557 -18.948
H -3.325 -16.051 -19.954
H -3.402 -17.665 -19.114
H -4.074 -13.306 -16.053
H -5.085 -14.898 -15.985
H -5.421 -13.613 -17.178
C -3.687 -15.436 -24.330
C -4.615 -16.218 -23.424
O -4.714 -17.395 -23.473
N -5.325 -15.379 -22.430
H -4.685 -14.825 -21.832
H -5.704 -14.493 -22.825
C -6.586 -16.029 -21.858
H -4.186 -15.414 -25.297
H -2.785 -16.046 -24.410
H -3.303 -14.482 -23.981
H -6.667 -17.044 -22.237
H -7.435 -15.521 -22.314
H -6.546 -15.898 -20.783
C -1.987 -16.578 -27.642
C -0.919 -16.172 -28.612
O -0.355 -16.863 -29.380
N -0.515 -14.715 -28.498
H -0.401 -14.537 -27.498
H 0.425 -14.700 -28.900
C -1.534 -13.806 -29.173
H -2.955 -16.656 -28.129
H -2.097 -15.901 -26.791
H -1.597 -17.447 -27.110
H -1.064 -12.827 -29.123
H -2.442 -13.877 -28.577
H -1.490 -14.192 -30.187
C -3.207 -20.359 -19.953
C -2.685 -19.797 -21.242
N -2.659 -20.823 -22.251
C -3.761 -21.239 -22.967
C -3.304 -22.202 -23.807
N -1.911 -22.222 -23.717
C -1.556 -21.357 -22.748
C -0.932 -23.098 -24.354
H -3.216 -19.738 -19.063
H -2.694 -21.289 -19.687
H -4.222 -20.750 -20.084
H -1.639 -19.536 -21.047
H -3.133 -18.863 -21.574
H -4.777 -20.904 -22.801
H -3.812 -22.896 -24.454
H -0.515 -21.281 -22.475
H -1.431 -23.624 -25.163
H -0.638 -23.811 -23.586
H -0.110 -22.492 -24.725
Cl -3.788 -13.144 -20.532
Cl -6.890 -19.634 -21.092
Cl -7.704 -15.260 -18.313
Cl -6.943 -12.868 -23.345
C -5.795 -15.419 -28.160
F -6.898 -15.598 -27.490
F -4.811 -16.161 -27.594
F -5.977 -15.847 -29.400
S -5.378 -13.526 -28.189
O -5.012 -13.173 -29.543
O -6.649 -12.934 -27.814
O -4.332 -13.262 -27.193
C -10.308 -15.695 -24.622
F -9.147 -15.080 -24.549
F -10.906 -15.554 -23.437
F -11.081 -15.184 -25.565
S -10.107 -17.566 -25.001
O -9.981 -18.276 -23.728
O -11.226 -18.040 -25.804
O -8.847 -17.650 -25.765
C -0.176 -17.839 -24.479
F -0.787 -19.019 -24.791
F 0.798 -17.621 -25.363
F -1.131 -16.912 -24.605
S 0.379 -17.973 -22.718
O 1.430 -18.985 -22.759
O 0.896 -16.626 -22.455
O -0.802 -18.321 -21.961
```



Entry 2:
ORCA calculation (ωB97M-V with the def2-TZVPD basis set) on a cluster of 4 separate species, C27H60B2BrNO5P in total in a non-equilibrium geometry.

calculated total energy	-4460.86717	a.u.
HOMO energy	-3.361	eV
charge	-1
HOMO-LUMO gap	0.1904	Ha
LUMO level	1.8188	eV

Structure (XYZ):
```
97
C27H60B2BrNO5P ωB97M-V with the def2-TZVPD basis set
C 3.501 -1.007 2.273
P 4.925 -1.671 1.232
C 6.388 -1.741 2.435
B 5.310 -0.572 -0.298
Br 6.061 1.296 0.194
C 4.059 -0.369 -1.329
C 2.887 0.557 -0.808
C 1.461 -0.046 -1.183
C 0.294 1.003 -1.064
C -0.730 0.691 0.104
C -1.582 1.949 0.518
C -2.997 2.041 -0.191
C -4.210 1.637 0.771
C -4.659 0.175 0.421
C -5.970 -0.306 1.156
C -7.034 -1.000 0.228
C -6.835 -2.552 0.057
N -5.470 -2.836 -0.432
C -4.729 -3.676 0.384
C -3.416 -3.796 -0.237
C -3.475 -2.992 -1.474
C -4.796 -2.409 -1.559
B 6.528 -1.380 -1.162
O 7.613 -2.090 -0.529
O 6.544 -1.453 -2.606
H 2.546 -1.410 1.862
H 3.655 -1.318 3.355
H 3.487 0.124 2.298
H 6.081 -1.660 3.510
H 6.823 -2.774 2.319
H 7.185 -0.986 2.223
H 3.677 -1.371 -1.678
H 4.462 0.131 -2.257
H 2.954 0.843 0.269
H 2.939 1.527 -1.387
H 1.307 -0.986 -0.597
H 1.535 -0.322 -2.274
H -0.325 1.004 -2.012
H 0.701 2.047 -0.977
H -0.086 0.438 0.999
H -1.343 -0.230 -0.093
H -1.764 1.946 1.626
H -0.990 2.876 0.280
H -3.029 1.469 -1.160
H -3.143 3.120 -0.470
H -3.863 1.782 1.822
H -5.054 2.323 0.480
H -3.840 -0.553 0.683
H -4.851 0.146 -0.687
H -5.722 -0.971 2.026
H -6.469 0.610 1.585
H -7.116 -0.449 -0.754
H -8.036 -0.870 0.734
H -7.604 -2.959 -0.657
H -7.010 -3.055 1.044
H -5.054 -4.168 1.323
H -2.550 -4.377 0.132
H -2.655 -2.829 -2.206
H -5.248 -1.725 -2.301
H 8.254 -1.472 -0.145
H 6.428 -2.396 -2.818
C -7.451 2.356 -3.853
C -7.394 0.886 -3.466
C -7.784 -0.009 -4.632
O -8.274 0.648 -2.367
H -8.466 2.640 -4.149
H -7.179 2.986 -3.004
H -6.773 2.573 -4.681
H -6.385 0.634 -3.130
H -8.809 0.197 -4.954
H -7.748 -1.060 -4.337
H -7.115 0.138 -5.483
H -9.170 0.868 -2.650
C 6.484 4.338 -1.953
C 6.017 3.813 -3.300
C 6.953 4.245 -4.418
O 4.699 4.295 -3.570
H 6.504 5.434 -1.948
H 5.799 4.029 -1.163
H 7.483 3.970 -1.711
H 5.961 2.723 -3.268
H 6.988 5.337 -4.497
H 6.599 3.868 -5.381
H 7.967 3.875 -4.250
H 4.739 5.259 -3.600
C 3.561 -3.462 7.358
C 3.754 -2.230 6.487
C 3.245 -0.976 7.183
O 3.061 -2.404 5.256
H 2.500 -3.624 7.574
H 3.921 -4.355 6.843
H 4.098 -3.365 8.305
H 4.813 -2.112 6.247
H 2.174 -1.055 7.392
H 3.380 -0.102 6.543
H 3.773 -0.805 8.125
H 2.122 -2.509 5.454
```



Entry 3:
ORCA calculation (ωB97M-V with the def2-TZVPD basis set) on a structure of composition C27H60CuF3N2O11S3 in a non-equilibrium geometry.

calculated total energy	-5136.17755	a.u.
multiplicity	2
HOMO energy (alpha / beta)	-11.910 / -11.730	eV
charge	+1
HOMO-LUMO gap (alpha / beta)	0.3264 / 0.2198	Ha
LUMO level (alpha / beta)	-3.0286 / -5.7502	eV
expectation value of S²	0.76

Structure (XYZ):
```
107
C27H60CuF3N2O11S3 ωB97M-V with the def2-TZVPD basis set
Cu -2.158 18.585 -5.947
C 0.333 17.510 -8.111
O 0.272 18.684 -8.921
O -0.617 17.681 -7.174
C 0.270 16.233 -8.925
F -0.852 16.147 -9.638
F 1.294 16.103 -9.793
F 0.350 15.134 -8.149
C 1.362 19.006 -9.770
C 1.051 20.349 -10.399
H 0.939 21.065 -9.580
H 1.814 20.662 -11.107
H 0.088 20.345 -10.915
H 1.475 18.205 -10.504
H 2.336 19.141 -9.281
H 1.296 17.532 -7.576
C -0.735 17.608 -12.865
C 0.016 18.349 -14.021
C 1.476 18.550 -13.712
O -0.125 17.673 -15.257
H -1.530 17.014 -13.309
H -1.236 18.392 -12.287
H -0.008 17.171 -12.184
H -0.401 19.362 -14.143
H 2.100 18.763 -14.585
H 1.854 17.561 -13.422
H 1.717 19.347 -13.012
H -1.067 17.567 -15.420
C 0.748 21.059 -5.270
C -0.747 21.433 -5.391
C -0.921 22.897 -5.748
O -0.579 23.128 -7.099
C 0.062 24.382 -7.362
N -1.282 20.579 -6.514
H 1.327 21.242 -6.180
H 0.871 19.969 -5.291
H 1.048 21.525 -4.335
H -1.216 21.241 -4.428
H -0.360 23.548 -5.070
H -1.977 23.184 -5.643
H -0.450 25.242 -6.942
H 0.183 24.393 -8.444
H 1.096 24.258 -7.018
H -0.523 20.495 -7.180
H -2.034 21.123 -6.907
C -3.412 19.689 -9.330
C -4.187 20.010 -8.079
C -5.681 20.320 -8.226
O -6.231 20.576 -6.979
C -7.323 21.454 -6.931
N -4.036 18.874 -7.093
H -3.071 20.621 -9.782
H -4.071 19.143 -10.011
H -2.571 19.026 -9.136
H -3.775 20.872 -7.564
H -6.182 19.543 -8.813
H -5.704 21.231 -8.842
H -7.695 21.613 -5.924
H -8.177 21.059 -7.498
H -7.059 22.398 -7.424
H -4.827 19.039 -6.460
H -4.354 18.012 -7.543
C 3.964 19.573 -6.918
C 4.251 18.070 -6.767
C 4.647 17.751 -5.294
S 5.647 19.230 -4.939
O 6.894 19.083 -5.632
O 5.649 19.610 -3.545
C 4.564 20.401 -5.792
H 2.891 19.807 -6.893
H 4.164 19.908 -7.937
H 5.116 17.768 -7.362
H 3.460 17.460 -7.206
H 5.291 16.917 -5.040
H 3.766 17.854 -4.659
H 5.177 21.192 -6.222
H 3.829 20.794 -5.097
C -0.686 14.196 -5.178
C -0.828 14.915 -3.811
C -2.295 14.852 -3.458
S -3.205 15.183 -5.021
O -3.185 16.588 -5.435
O -4.470 14.457 -5.047
C -1.935 14.395 -6.078
H -0.644 13.139 -4.908
H 0.147 14.459 -5.823
H -0.499 15.951 -3.930
H -0.195 14.406 -3.091
H -2.645 15.509 -2.663
H -2.538 13.831 -3.158
H -1.734 15.070 -6.903
H -2.296 13.447 -6.464
C -4.987 14.590 -12.329
C -3.521 14.207 -12.596
C -2.611 14.617 -11.410
S -3.680 15.155 -10.031
O -3.835 16.604 -10.077
O -3.459 14.387 -8.838
C -5.131 14.494 -10.806
H -5.702 13.904 -12.778
H -5.242 15.593 -12.670
H -3.164 14.800 -13.436
H -3.455 13.127 -12.694
H -1.859 15.353 -11.688
H -1.987 13.752 -11.178
H -5.885 15.099 -10.296
H -5.198 13.458 -10.472
```



Entry 4:
ORCA calculation (ωB97M-V with the def2-TZVPD basis set) on a cluster of 3 separate species, C27H60INO11P2 in total in a non-equilibrium geometry.

calculated total energy	-2927.54153	a.u.
HOMO energy	-9.529	eV
charge	0
HOMO-LUMO gap	0.3344	Ha
LUMO level	-0.4308	eV
structure (SMILES)	CCN(CCCCCCCCOC)C(=O)OCCCI.CCOP(=O)(OCC)OCC.CCOP(=O)(OCC)OCC

Structure (XYZ):
```
102
C27H60INO11P2 ωB97M-V with the def2-TZVPD basis set
C 1.194 0.865 -1.316
C 0.751 0.835 0.184
N -0.210 -0.214 0.547
C 0.220 -1.589 0.137
C 1.695 -1.963 0.498
C 2.471 -2.319 -0.807
C 3.997 -2.078 -0.744
C 4.583 -2.462 -2.159
C 4.420 -1.251 -3.154
C 5.843 -0.681 -3.437
C 5.826 0.807 -3.842
O 5.578 0.894 -5.237
C 5.927 2.176 -5.760
C -1.419 0.031 -0.131
O -1.746 1.092 -0.567
O -2.263 -1.049 -0.332
C -2.414 -1.344 -1.725
C -2.267 -2.881 -1.962
C -3.536 -3.476 -2.632
I -3.058 -5.236 -3.824
H 0.504 0.359 -2.004
H 2.231 0.505 -1.408
H 1.237 1.926 -1.619
H 1.667 0.798 0.793
H 0.315 1.821 0.401
H -0.433 -2.298 0.670
H 0.079 -1.777 -0.939
H 2.206 -1.233 1.140
H 1.647 -2.901 1.079
H 2.098 -1.781 -1.698
H 2.303 -3.391 -1.005
H 4.483 -2.764 -0.031
H 4.250 -1.018 -0.563
H 3.932 -3.281 -2.516
H 5.621 -2.815 -2.096
H 3.797 -0.495 -2.647
H 3.897 -1.549 -4.075
H 6.337 -1.328 -4.180
H 6.393 -0.747 -2.479
H 5.051 1.333 -3.245
H 6.820 1.232 -3.597
H 5.012 2.796 -5.789
H 6.703 2.675 -5.153
H 6.335 2.022 -6.771
H -1.614 -0.866 -2.317
H -3.376 -1.010 -2.144
H -2.087 -3.421 -1.022
H -1.431 -3.085 -2.652
H -4.298 -3.795 -1.911
H -3.982 -2.751 -3.325
C -5.659 8.133 -4.169
C -5.877 6.640 -4.347
O -4.675 5.900 -4.153
P -4.104 5.725 -2.624
O -5.079 4.748 -2.038
O -2.842 4.716 -2.917
C -2.725 3.463 -2.236
C -3.290 2.341 -3.084
O -3.045 7.012 -2.822
C -2.655 7.713 -1.626
C -1.867 6.831 -0.675
H -5.427 8.374 -3.128
H -6.554 8.689 -4.454
H -4.820 8.476 -4.775
H -6.653 6.277 -3.665
H -6.209 6.437 -5.365
H -3.202 3.503 -1.257
H -1.662 3.288 -2.061
H -4.299 2.570 -3.430
H -3.309 1.409 -2.523
H -2.677 2.201 -3.978
H -3.547 8.110 -1.133
H -2.046 8.561 -1.939
H -2.490 6.025 -0.275
H -1.492 7.414 0.167
H -1.027 6.365 -1.188
C -1.707 -3.061 3.840
C -1.356 -4.511 4.128
O -0.123 -4.628 4.835
P -0.091 -4.211 6.420
O -0.834 -5.347 7.058
O 1.451 -4.651 6.787
C 1.722 -5.560 7.853
C 1.880 -6.974 7.329
O 0.494 -2.682 6.056
C 0.198 -1.637 7.002
C 0.848 -1.882 8.351
H -1.939 -2.523 4.764
H -2.577 -2.998 3.184
H -0.869 -2.546 3.368
H -2.157 -5.000 4.690
H -1.231 -5.051 3.189
H 0.950 -5.503 8.620
H 2.657 -5.237 8.319
H 1.037 -7.265 6.702
H 1.971 -7.684 8.153
H 2.774 -7.046 6.706
H -0.886 -1.542 7.109
H 0.570 -0.706 6.573
H 0.421 -2.763 8.841
H 0.700 -1.026 9.010
H 1.917 -2.063 8.237
```



Which of these has the lowest charge? C27H60B2BrNO5P